The following is a DFT calculation (ωB97M-V with the def2-TZVPD basis set) of 3 unconnected molecules or ions with the total composition C37H63BF8I4NO12 in a non-equilibrium geometry.

Calculated values
**E_HOMO**: -10.41 eV
**Orbital gap**: 5.4996 eV
**Calculated total energy**: -120256.591 eV
**LUMO energy**: -0.18032 hartree

The geometry in ORCA input format:
```
! RIJCOSX wB97M-V def2-TZVPD def2/J DEFGRID3
* xyz 1 1
C 1.69226 -4.29809 -2.07293
C 2.01251 -3.06078 -2.88638
O 3.18855 -2.46033 -2.38671
C 3.60648 -1.35528 -3.16289
C 2.82417 -0.08191 -2.89905
C 3.31056 0.68529 -1.67639
C 3.26086 -0.19347 -0.41110
C 3.38895 0.69741 0.82347
C 2.94355 0.05915 2.16445
B 3.58328 -1.42612 2.01932
O 2.75995 -2.49944 2.12702
C 5.09236 -1.74870 1.64468
C 5.82526 -2.59135 2.69218
N 3.26982 0.92343 3.37055
C 4.55805 1.59283 3.43355
F 4.85680 1.83587 4.73200
F 5.48494 0.71004 2.99059
C 4.77215 2.93059 2.59139
F 5.29926 3.86791 3.40012
F 3.63479 3.37503 2.04284
F 5.65394 2.68179 1.59707
C 2.32317 0.98842 4.27107
C 2.24742 1.89395 5.38977
I 2.35390 3.94482 4.81195
C 2.01328 1.68427 6.69855
C 1.92922 2.77741 7.71260
I 1.69337 -0.18368 7.57699
C 1.22746 -0.00740 3.87485
C -0.09303 0.68204 4.32335
O -1.15902 0.26573 3.49758
O -2.34585 0.48424 4.24649
C 1.27929 -1.42792 4.42194
I -0.48582 -2.60657 4.36101
C 2.35647 -2.01972 4.95890
C 3.68744 -1.38614 5.21997
I 2.39615 -4.02790 5.60635
C 1.38986 0.15021 2.30574
O 0.92336 1.45906 2.01417
C 0.52827 -0.78917 1.45486
C -0.35569 -0.11764 0.42819
O 0.37479 0.50283 -0.59433
C -1.19280 -1.22536 -0.23344
F -2.05264 -0.63806 -1.12105
F -1.94672 -1.90665 0.65301
F -0.43462 -2.09043 -0.93450
H 0.61547 -4.42313 -2.04222
H 2.10550 -5.18603 -2.53220
H 2.03120 -4.16959 -1.05329
H 2.11989 -3.29316 -3.94492
H 1.16599 -2.38042 -2.80995
H 3.53216 -1.59730 -4.22343
H 4.66279 -1.19025 -2.97559
H 1.75800 -0.25497 -2.80208
H 2.95259 0.56166 -3.76578
H 2.70439 1.57529 -1.55799
H 4.35051 0.95800 -1.84171
H 4.10134 -0.86268 -0.52461
H 2.35135 -0.77104 -0.48649
H 4.45073 0.89454 0.90792
H 2.92313 1.65200 0.62333
H 3.07799 -3.22642 1.58527
H 5.66375 -0.88373 1.33292
H 5.00486 -2.36567 0.74789
H 5.15194 -3.31482 3.14176
H 6.64709 -3.14377 2.25895
H 6.20484 -1.97643 3.50184
H 2.82634 3.38045 7.70181
H 1.07292 3.39669 7.45951
H 1.76461 2.36498 8.69542
H -0.03488 1.76256 4.23742
H -0.33984 0.45396 5.35484
H -2.78605 -0.37486 4.21237
H 4.16431 -1.91972 6.03323
H 3.65973 -0.36530 5.56983
H 4.39591 -1.46087 4.40070
H 1.61822 2.12284 2.00773
H 1.07965 -1.59044 0.98856
H -0.16857 -1.28634 2.11091
H -1.10083 0.52536 0.87882
H -0.17946 1.18771 -0.98087
C -3.22462 -4.59980 -1.88542
O -4.50542 -4.08143 -2.15195
C -4.52793 -2.66468 -2.10635
C -5.70898 -2.11800 -2.87493
O -5.50928 -2.07732 -4.27906
C -5.61589 -3.30942 -4.97889
C -7.03838 -3.78141 -5.17169
O -7.52278 -4.40359 -3.99432
C -8.93087 -4.46564 -3.96596
H -2.87714 -4.30707 -0.88628
H -3.28956 -5.68485 -1.93215
H -2.49994 -4.25836 -2.63566
H -3.60273 -2.25619 -2.52880
H -4.60656 -2.35422 -1.05426
H -5.83797 -1.07448 -2.57858
H -6.62512 -2.65315 -2.61808
H -5.00769 -4.08544 -4.51073
H -5.19756 -3.10872 -5.96714
H -7.06779 -4.51204 -5.99202
H -7.67046 -2.92551 -5.43648
H -9.36745 -3.46011 -3.97751
H -9.22121 -4.96193 -3.04251
H -9.31949 -5.04007 -4.81450
C -2.05510 7.00485 -0.43129
O -1.88154 6.32816 -1.65492
C -0.66215 5.61434 -1.70969
C -0.72250 4.53056 -2.76167
O -1.40963 3.35844 -2.34136
C -2.83245 3.43140 -2.29672
C -3.48800 3.38509 -3.65675
O -3.43410 4.65675 -4.27597
C -3.62819 4.57908 -5.67154
H -1.25479 7.73515 -0.26439
H -3.00661 7.52923 -0.47586
H -2.08282 6.29712 0.40656
H -0.44298 5.15994 -0.73422
H 0.14459 6.31641 -1.96408
H 0.30140 4.20323 -2.95739
H -1.13296 4.91394 -3.69669
H -3.16443 4.30235 -1.72986
H -3.14417 2.53889 -1.74928
H -4.54083 3.09417 -3.53857
H -2.98209 2.63651 -4.27823
H -2.84051 3.98018 -6.14321
H -3.58264 5.59090 -6.06755
H -4.60601 4.14744 -5.91168
*
```



The following is a DFT calculation (ωB97M-V with the def2-TZVPD basis set) of 12 unconnected molecules or ions with the total composition C37H63F5O22 in a non-equilibrium geometry.

Calculated values
**Structure (SMILES)**: O=C1OC[C@@H](F)O1.O=C1OC[C@@H](F)O1.O=C1OC[C@@H](F)O1.O=C1OC[C@@H](F)O1.O=C1OC[C@@H](F)O1.C1CCOC1.C1CCOC1.C1CCOC1.C1CCOC1.C1CCOC1.CO.CO
**E_HOMO**: -9.82 eV
**Orbital gap**: 10.0165 eV
**Calculated total energy**: -98020.959 eV
**LUMO energy**: 0.00712 hartree

The geometry in ORCA input format:
```
! RIJCOSX wB97M-V def2-TZVPD def2/J DEFGRID3
* xyz 0 1
O -0.14900 -2.64227 3.20912
C -0.17366 -3.24235 2.17794
O 0.87311 -3.91035 1.68469
C 0.58600 -4.47908 0.41235
C -0.95722 -4.16084 0.25073
F -1.65371 -5.33644 0.38229
O -1.20571 -3.30103 1.32993
H 1.24661 -4.00311 -0.31907
H 0.87999 -5.52318 0.30375
H -1.25304 -3.70183 -0.69133
O 4.25774 -4.12579 2.84901
C 4.41916 -3.91507 1.70387
O 4.21023 -4.81386 0.71701
C 4.80296 -4.26615 -0.46454
C 4.78168 -2.79091 -0.20935
F 3.60072 -2.23147 -0.65195
O 4.88586 -2.74286 1.18303
H 5.84404 -4.60459 -0.39512
H 4.40353 -4.61728 -1.40977
H 5.55702 -2.23684 -0.73646
O 6.16649 2.33349 0.80581
C 5.20958 2.99721 1.03469
O 3.97439 2.51445 1.22600
C 3.02779 3.60756 1.29277
C 3.96715 4.78133 1.58407
F 4.07549 4.94943 2.94194
O 5.17944 4.34235 1.04182
H 2.61034 3.71814 0.29505
H 2.22469 3.40262 1.98991
H 3.64013 5.73340 1.17242
O 4.23035 -3.93718 7.58001
C 3.42557 -3.57232 6.77174
O 2.44488 -4.37391 6.30975
C 1.53298 -3.56546 5.56942
C 2.43642 -2.40605 5.15990
F 1.78834 -1.22617 5.06075
O 3.36296 -2.35559 6.24538
H 1.12487 -4.06340 4.69895
H 0.71639 -3.16478 6.17608
H 2.89310 -2.62465 4.19500
O 3.77322 -0.66591 -4.73515
C 4.38682 -0.05539 -3.92162
O 4.30357 -0.24032 -2.58854
C 4.83927 0.93296 -1.96013
C 5.84249 1.39593 -3.00873
F 7.03598 0.76138 -2.79747
O 5.26612 0.93545 -4.19525
H 4.04956 1.65940 -1.77087
H 5.37577 0.66559 -1.05345
H 5.98277 2.47314 -2.97148
C -5.14805 2.60343 0.56933
C -5.35682 1.29936 1.36326
C -6.02462 1.74084 2.68673
O -5.84448 3.14251 2.76906
C -4.97532 3.58227 1.73058
H -5.88941 2.85743 -0.18799
H -4.23644 2.51348 -0.03028
H -4.36579 0.93877 1.65505
H -5.80160 0.48532 0.79172
H -5.51154 1.21787 3.50174
H -7.06692 1.43228 2.79111
H -3.94921 3.57419 2.10588
H -5.35397 4.55927 1.43177
C -3.70677 1.54721 -3.71895
C -3.07639 0.95323 -4.95645
C -1.87609 0.23871 -4.33317
O -1.40207 1.15733 -3.37767
C -2.49299 1.89609 -2.83534
H -4.35094 0.80283 -3.23998
H -4.36207 2.39921 -3.90654
H -2.76255 1.70076 -5.68956
H -3.73069 0.28919 -5.52454
H -1.14288 -0.01449 -5.09900
H -2.22967 -0.69168 -3.87128
H -2.29544 2.96522 -2.97075
H -2.58748 1.66896 -1.77058
C 0.14960 -0.04370 -0.50691
C 1.47744 0.23276 0.20987
C 1.05396 0.53108 1.66475
O -0.34685 0.85021 1.59504
C -0.94995 0.11026 0.53378
H 0.14855 -0.93845 -1.13117
H 0.00257 0.74983 -1.24409
H 1.92239 1.16163 -0.14167
H 2.13528 -0.62615 0.13138
H 1.57657 1.38024 2.09229
H 1.22991 -0.32310 2.32400
H -1.84843 0.62069 0.18120
H -1.33839 -0.80328 0.99997
C -1.45343 -3.61259 -4.59468
C -2.08680 -4.65652 -3.69073
C -0.88403 -5.38072 -3.08566
O -0.03254 -4.27862 -2.82884
C -0.09245 -3.35438 -3.89540
H -2.04871 -2.71605 -4.74463
H -1.31332 -4.07909 -5.57237
H -2.71473 -5.34936 -4.25627
H -2.70867 -4.23163 -2.90079
H -0.39057 -6.09312 -3.76046
H -1.03554 -5.89838 -2.13821
H 0.77979 -3.49243 -4.53886
H -0.11935 -2.33411 -3.50365
C -1.36833 5.79434 0.89695
C -1.60676 4.51208 0.06970
C -0.35632 4.48037 -0.77420
O 0.64154 4.76605 0.20249
C 0.17977 5.79718 1.04633
H -1.91325 5.60585 1.82274
H -1.78913 6.66752 0.40176
H -2.50901 4.50262 -0.54459
H -1.61867 3.61986 0.69890
H -0.38347 5.24250 -1.56078
H -0.14693 3.50640 -1.21704
H 0.65825 6.74845 0.78629
H 0.41287 5.59649 2.09598
C -2.14520 2.39297 4.40046
O -1.16462 2.83283 3.45789
H -2.03226 2.96212 5.32551
H -3.16503 2.61780 4.06870
H -1.98456 1.33587 4.61722
H -1.09100 2.09518 2.82923
C -3.66908 -1.86516 -1.39865
O -4.68249 -2.08562 -2.36930
H -3.99603 -1.16971 -0.62150
H -3.34218 -2.78049 -0.89928
H -2.84021 -1.43240 -1.95634
H -5.50319 -2.33512 -1.93537
*
```



The following is a DFT calculation (ωB97M-V with the def2-TZVPD basis set) of a molecular structure, C37H63NO4PSV in a non-equilibrium geometry.

Calculated values
**E_HOMO (alpha / beta)**: -9.42 / -9.98 eV
**Orbital gap (alpha / beta)**: 7.5577 / 5.8975 eV
**Calculated total energy**: -94883.200 eV
**Relative energy (zero: lowest compared OMol25 entry of this formula, charge and spin)**: 0.072 eV
**LUMO energy (alpha / beta)**: -0.06848 / -0.14990 hartree

The geometry in ORCA input format:
```
! RIJCOSX wB97M-V def2-TZVPD def2/J DEFGRID3
* xyz 1 4
V -0.01578 -1.14161 -0.06784
C 4.05358 5.10706 -0.73984
C 3.04698 4.65645 0.32967
C 3.67286 4.82500 1.72130
C 1.81377 5.55553 0.24248
C 2.69551 3.18652 0.10061
C 1.41660 2.75620 -0.16768
C 1.17227 1.38719 -0.36641
N -0.02053 0.77332 -0.64219
C -1.26750 1.26317 -0.88351
C -1.65662 2.58877 -1.17357
C -2.98901 2.89937 -1.23539
C -3.92777 1.86826 -0.99418
C -3.60057 0.54038 -0.78517
C -2.23978 0.22208 -0.80827
O -1.74142 -1.02471 -0.69617
C -4.64988 -0.54851 -0.54701
C -4.39898 -1.19568 0.82529
C -6.07242 0.01329 -0.55371
C -4.55388 -1.61572 -1.64807
C -3.49757 4.30723 -1.53686
C -2.35085 5.28855 -1.77532
C -4.37932 4.27000 -2.79346
C -4.32629 4.81189 -0.34612
C 2.21542 0.41878 -0.21793
O 1.80595 -0.87049 -0.30214
C 3.52091 0.84386 0.02325
C 3.70799 2.21697 0.16355
C 4.75446 -0.06386 0.16100
C 5.38334 0.14326 1.54821
C 5.77341 0.31469 -0.92554
C 4.44800 -1.55616 0.00648
H 4.29779 6.16342 -0.60481
H 3.63815 4.97716 -1.74204
H 4.98518 4.54004 -0.68432
H 3.93807 5.87135 1.88948
H 4.58109 4.22891 1.83378
H 2.96978 4.52118 2.50169
H 2.10732 6.59010 0.42802
H 1.06086 5.28582 0.98825
H 1.35364 5.51560 -0.74902
H 0.59503 3.45239 -0.18709
H -0.90515 3.33326 -1.37526
H -4.97467 2.13733 -0.99672
H -4.47924 -0.44772 1.61909
H -3.41008 -1.65217 0.87191
H -5.14639 -1.97105 1.01305
H -6.22249 0.75567 0.23421
H -6.77799 -0.80119 -0.37924
H -6.32539 0.46749 -1.51436
H -3.56801 -2.07923 -1.67276
H -4.75156 -1.17416 -2.62759
H -5.30078 -2.39459 -1.47220
H -1.73422 4.99276 -2.62823
H -1.70858 5.38267 -0.89472
H -2.76118 6.27642 -1.99121
H -3.81886 3.88868 -3.65030
H -4.73074 5.27575 -3.03501
H -5.25674 3.63512 -2.65324
H -3.72296 4.83265 0.56499
H -5.19933 4.18217 -0.16076
H -4.68371 5.82536 -0.54305
H 4.71707 2.56228 0.35780
H 5.73925 1.16499 1.69209
H 6.23719 -0.52684 1.67404
H 4.65965 -0.07423 2.33904
H 6.08763 1.35705 -0.84955
H 5.35064 0.16273 -1.92151
H 6.66553 -0.30993 -0.83304
H 3.76365 -1.91327 0.77825
H 5.38369 -2.11391 0.09464
H 4.00523 -1.77761 -0.96452
C -1.56943 -7.89590 -1.62790
C -1.53469 -6.38629 -1.84482
C -0.92850 -5.67502 -0.63691
S -0.52103 -3.98556 -1.05792
O -0.22175 -3.27416 0.28009
C 1.09721 -4.25975 -1.84854
C 2.29421 -4.15819 -0.90585
C 2.49366 -5.32597 0.05616
H -2.01637 -8.39931 -2.48422
H -2.15730 -8.15233 -0.74337
H -0.56267 -8.29603 -1.48928
H -2.54217 -6.00655 -2.01912
H -0.96093 -6.16183 -2.74857
H -0.02760 -6.16410 -0.27460
H -1.64410 -5.59086 0.18303
H 1.16498 -3.49873 -2.62668
H 1.02367 -5.23358 -2.33797
H 2.23017 -3.22709 -0.34650
H 3.17080 -4.05912 -1.54933
H 1.75526 -5.32224 0.85993
H 3.47768 -5.25955 0.52118
H 2.44218 -6.28870 -0.45931
C -0.25985 0.07311 4.48388
P -0.10312 -1.22270 3.27647
C -1.38178 -2.42619 3.57508
C 1.47053 -2.02424 3.52205
O -0.20613 -0.64397 1.87753
H -0.19878 -0.32871 5.49563
H -1.22050 0.56872 4.34321
H 0.53999 0.79694 4.32665
H -1.31994 -2.82841 4.58795
H -1.27132 -3.23103 2.84630
H -2.34991 -1.94541 3.42693
H 1.58417 -2.37012 4.55078
H 2.25906 -1.30828 3.28430
H 1.54312 -2.87238 2.83856
*
```



- Which formula does entry 2 have?
  C37H63F5O22



- The lowest calculated total energy belongs to which entry?
  C37H63BF8I4NO12